1.
ORCA calculation (the ωB97M-V functional and the def2-TZVPD basis) on 5 unconnected molecules or ions with the total composition C29H58BClO15S5 in a non-equilibrium geometry.

Each line ends with the Löwdin charge.
Geometry (Å):
H1 -1.80 4.21 -6.85  0.11
C1 -0.80 1.07 2.83  -0.39
H2 -5.47 -0.79 6.77  0.07
H3 -0.08 6.15 -9.66  0.12
C2 2.07 4.02 4.79  -0.06
H4 -1.86 1.77 1.08  0.13
H5 7.47 -6.07 5.79  0.12
H6 2.31 0.59 2.22  0.13
S1 -4.67 -1.31 -4.55  0.67
C3 -4.53 -2.82 -3.62  -0.23
C4 -0.01 1.42 -5.34  -0.23
H7 0.72 3.42 6.34  0.12
H8 3.52 -1.40 1.82  0.12
H9 0.71 2.60 -3.66  0.10
O1 -0.63 0.76 5.38  0.17
H10 -2.12 6.41 -8.32  0.12
H11 0.90 1.73 -5.84  0.09
H12 -1.39 4.07 -8.58  0.11
H13 -5.54 -3.19 -3.43  0.11
H14 0.21 -0.89 0.74  0.12
O2 0.99 3.08 -8.01  -0.32
H15 8.50 -7.78 4.37  0.11
H16 -5.25 -0.63 3.38  0.10
C5 -3.17 2.07 2.83  -0.15
H17 1.95 -3.33 3.56  0.09
H18 -5.47 0.44 -3.16  0.10
C6 8.05 -6.91 3.89  -0.22
H19 -3.94 -3.16 -1.55  0.12
S2 0.77 0.30 -3.06  0.66
C7 2.92 -2.29 1.98  -0.26
H20 -1.17 6.58 -6.84  0.12
H21 -1.35 3.00 2.19  0.14
C8 0.87 -0.70 -4.53  -0.22
B1 -0.46 1.63 4.31  -0.55
O3 -3.09 -1.85 3.18  -0.27
H22 -3.96 -3.55 -4.19  0.11
C9 1.08 3.03 5.39  -0.22
C10 0.05 6.46 -8.62  -0.21
H23 -1.17 -0.40 -5.15  0.09
H24 1.56 2.07 5.59  0.12
H25 2.50 3.61 3.88  0.08
O4 -3.46 -1.15 -5.34  -0.33
H26 -0.84 1.94 -5.81  0.10
C11 -1.20 6.10 -7.82  -0.22
C12 -1.16 4.58 -7.65  -0.23
C13 7.93 -5.73 4.86  -0.21
H27 -3.10 2.80 3.64  0.13
C14 0.07 1.75 -3.85  -0.21
Cl1 -6.17 1.36 2.54  0.66
O5 -0.23 -0.27 -2.18  -0.33
H28 -3.69 0.42 -3.26  0.10
H29 6.42 -4.13 4.91  0.10
O6 -0.04 2.91 4.49  0.10
H30 -4.32 -1.17 5.47  0.07
C15 -4.81 -0.37 6.02  -0.08
O7 6.23 -5.21 1.74  -0.32
O8 1.62 -2.18 1.41  -0.13
H31 -0.91 1.92 -3.42  0.10
H32 1.26 -0.39 3.21  0.12
C16 -1.79 2.01 2.14  -0.09
C17 7.03 -4.68 4.19  -0.22
C18 1.25 -0.87 1.06  -0.17
O9 4.59 -5.54 3.62  -0.33
H33 1.88 -0.60 -4.93  0.11
H34 1.70 6.29 -7.20  0.10
H35 -3.97 -0.59 -1.10  0.09
H36 1.84 -0.47 0.23  0.12
O10 -3.07 -0.57 1.13  -0.24
H37 -0.02 -0.44 -6.49  0.12
C19 1.23 5.72 -8.00  -0.22
C20 1.32 0.12 2.25  -0.15
H38 0.22 7.54 -8.63  0.11
H39 -5.51 1.64 5.39  0.11
H40 0.68 -1.74 -4.28  0.11
H41 3.44 -3.10 1.44  0.12
H42 -4.02 0.18 6.54  0.07
C21 -5.55 0.60 5.07  -0.27
H43 3.68 -3.35 3.74  0.04
C22 -0.17 -0.10 -5.47  -0.20
H44 8.68 -6.63 3.05  0.12
C23 -3.84 -2.40 -2.32  -0.21
H45 1.98 5.43 -8.74  0.10
S3 -2.76 -0.60 2.54  0.69
H46 6.60 -7.79 2.49  0.11
H47 -5.52 -1.29 -1.54  0.12
O11 -5.97 -1.23 -5.17  -0.33
C24 -4.59 -0.19 -3.15  -0.21
C25 6.63 -7.20 3.41  -0.23
S4 0.55 4.23 -7.26  0.66
H48 -3.13 0.68 4.44  0.12
H49 2.71 -1.87 4.13  0.06
C26 -3.59 0.72 3.45  -0.33
C27 -5.08 0.43 3.61  -0.67
H50 -3.89 2.47 2.12  0.08
C28 -4.51 -1.08 -1.90  -0.21
H51 1.51 4.91 4.51  0.08
O12 2.10 0.60 -2.58  -0.33
C29 2.84 -2.71 3.45  -0.07
O13 -1.22 -0.31 2.87  -0.14
H52 7.60 -3.98 3.59  0.10
H53 8.90 -5.31 5.11  0.11
H54 -6.60 0.32 5.06  0.10
H55 2.86 4.28 5.50  0.08
H56 6.04 -7.68 4.18  0.11
S5 5.93 -5.59 3.09  0.66
H57 -0.22 -0.09 5.19  0.11
O14 0.72 4.32 -5.83  -0.31
O15 0.40 1.19 2.08  -0.03
H58 -2.78 -2.23 -2.49  0.12

Summary:
spin multiplicity: 1
SMILES: CCOCCO[C@@]1(B(O)OCC)CC[C@@H]([C@H](Cl)CC)S(=O)(=O)O1.O=S1(=O)CCCC1.O=S1(=O)CCCC1.O=S1(=O)CCCC1.O=S1(=O)CCCC1
HOMO-LUMO gap: 9.51 eV
electronic energy: -129101.2172 eV
E_HOMO: -8.96 eV

2.
ORCA calculation (the ωB97M-V functional and the def2-TZVPD basis) on 8 unconnected molecules or ions with the total composition C29H58F6I2N8O9S in a non-equilibrium geometry.

Each line ends with the Löwdin charge.
Geometry (Å):
O1 2.88 3.32 -1.90  0.00
H1 -3.41 4.26 4.03  0.14
N1 4.28 -3.15 2.40  -0.20
O2 6.72 -2.31 -12.27  0.00
H2 6.10 -3.62 3.29  0.09
H3 4.44 -1.21 1.72  0.13
H4 0.22 3.46 -2.66  0.09
N2 5.01 -1.72 -10.87  -0.21
H5 -0.62 2.83 0.41  0.08
H6 -0.06 1.15 0.22  0.07
C1 3.43 -4.23 2.88  -0.03
H7 8.16 3.41 -0.32  0.13
H8 1.23 -2.46 -1.99  0.08
H9 5.27 1.96 0.42  0.09
H10 6.98 -1.88 -10.31  0.13
H11 -9.76 -4.22 5.18  0.10
F1 -1.18 1.20 4.64  0.09
H12 -0.80 -0.92 0.57  0.06
H13 3.56 0.40 -4.98  0.13
H14 3.62 3.72 -4.95  0.09
C2 4.26 2.86 -4.75  -0.06
H15 -12.50 -3.24 3.73  0.09
H16 5.90 -4.19 1.61  0.09
H17 -4.16 1.09 1.87  0.14
C3 5.88 4.09 2.08  -0.04
C4 5.71 -3.37 2.30  -0.06
N3 -11.18 -2.70 5.24  -0.20
H18 4.27 -1.12 -12.73  0.09
H19 5.44 -1.30 -8.85  0.08
O3 0.00 -4.67 0.82  0.01
C5 -9.92 -3.23 4.75  -0.04
C6 4.86 2.63 -7.17  -0.04
O4 3.98 0.00 -6.92  0.00
H20 -0.20 -2.08 1.78  0.09
C7 -5.15 -0.96 5.50  -0.68
C8 6.31 -1.98 -11.17  -0.35
H21 -9.94 -3.30 3.66  0.09
H22 4.01 -2.83 -12.32  0.09
C9 5.67 2.84 -0.08  -0.06
H23 4.84 3.48 -0.41  0.06
C10 -5.85 -0.24 4.54  -0.75
F2 -0.89 0.75 2.47  0.08
H24 2.67 3.03 0.10  0.12
F3 0.38 2.30 3.49  0.10
N4 0.95 2.56 -0.92  -0.18
C11 -3.17 3.14 4.03  -0.07
H25 4.03 -5.11 3.11  0.09
H26 -0.20 -1.42 -1.86  0.09
H27 5.26 3.21 -4.49  0.09
H28 5.74 2.06 -7.49  0.09
H29 -13.10 -1.96 4.81  0.08
I1 -7.77 0.64 5.16  0.87
H30 3.87 -2.07 -9.17  0.09
H31 1.02 -4.35 -0.90  0.13
H32 -5.12 -2.07 7.42  0.06
F4 -1.21 4.17 3.09  0.04
H33 3.02 -1.57 -11.53  0.09
C12 2.24 3.00 -0.91  -0.33
F5 -2.37 2.88 1.67  0.05
C13 -0.93 1.80 3.41  -0.36
H34 0.90 2.31 1.16  0.08
C14 0.25 2.47 -2.19  -0.03
H35 5.14 3.67 -7.01  0.09
H36 -3.31 0.54 3.38  0.06
C15 7.80 3.83 0.63  -0.35
C16 -4.51 2.39 3.62  -0.14
H37 4.10 2.57 -7.95  0.09
O5 -10.51 -2.80 7.43  0.01
H38 1.27 -1.04 -0.92  0.08
H39 2.70 -4.47 2.11  0.08
H40 6.25 2.53 -0.94  0.09
C17 3.71 -1.96 2.06  -0.34
O6 8.54 4.44 1.38  0.01
C18 3.94 0.74 -5.96  -0.33
S1 -5.42 -1.35 2.15  0.74
O7 -6.02 -0.93 0.83  -0.31
I2 -3.27 -1.90 5.01  0.97
N5 6.48 3.59 0.86  -0.20
C19 4.59 -1.34 -9.54  -0.08
H41 3.85 2.30 -3.92  0.06
C20 0.64 -1.84 -1.31  -0.06
H42 -9.11 -2.58 5.06  0.06
H43 6.22 -2.47 1.93  0.08
O8 2.52 -1.71 2.12  0.00
N6 0.13 -2.63 -0.20  -0.19
H44 2.90 -3.90 3.77  0.10
H45 4.82 3.82 2.12  0.08
H46 -6.77 -1.39 7.08  0.05
C21 0.39 -3.96 -0.08  -0.35
C22 -11.34 -2.53 6.58  -0.35
C23 0.26 2.19 0.29  -0.05
H47 -11.84 -1.59 3.61  0.09
H48 -12.33 -2.12 6.85  0.13
N7 4.34 2.04 -5.95  -0.20
H49 5.98 5.17 2.11  0.09
C24 -12.22 -2.35 4.30  -0.06
H50 4.13 -0.35 -9.57  0.08
O9 -6.30 -2.45 2.68  -0.30
H51 -0.77 2.11 -2.04  0.09
H52 -5.19 2.40 4.55  0.09
C25 -4.30 0.94 3.00  -0.22
C26 4.01 -1.81 -11.92  -0.05
H53 -1.66 -2.46 0.84  0.08
H54 6.40 3.66 2.94  0.09
C27 -0.68 -1.98 0.81  -0.04
H55 -2.90 2.91 5.12  0.14
C28 -1.96 2.96 3.02  -0.29
F6 -3.87 -1.87 1.78  -0.25
H56 -5.06 3.05 2.86  0.13
C29 -5.66 -1.15 7.02  -0.18
N8 -5.46 0.03 3.15  -0.26
H57 0.79 1.79 -2.85  0.09
H58 -5.33 -0.28 7.67  0.09

Summary:
spin multiplicity: 1
SMILES: C/C(I)=C(\I)N(CCCC(F)(F)C(F)(F)F)S(=O)(=O)F.CN(C)C=O.CN(C)C=O.CN(C)C=O.CN(C)C=O.CN(C)C=O.CN(C)C=O.CN(C)C=O
HOMO-LUMO gap: 7.78 eV
electronic energy: -104699.9543 eV
E_HOMO: -8.83 eV